DFT (wB97M-V/def2-TZVPD) results for one molecule with the formula C3H7NOS in a non-equilibrium geometry.

Kohn-Sham gap: 9.152 eV
SMILES string: NCCC(O)=S
E_LUMO: 0.44 eV

The geometry in ORCA input format:
```
! wB97M-V def2-TZVPD RIJCOSX def2/J DEFGRID3
* xyz 0 1
N -2.02 -0.35 0.11
C -0.72 -0.36 -0.53
C 0.36 0.01 0.53
C 1.80 0.20 0.06
O 2.09 1.50 -0.17
S 2.86 -1.02 -0.07
H -2.20 -1.20 0.56
H -2.78 -0.20 -0.55
H -0.75 0.49 -1.29
H -0.37 -1.26 -1.07
H 0.11 0.93 1.06
H 0.34 -0.75 1.35
H 1.29 2.01 0.01
*
```

Löwdin atomic charge list, values in e, 4 entries: atom 1 (N): -0.009, atom 2 (C): -0.284, atom 3 (C): -0.232, atom 4 (C): -0.885